Formula: C6H18N4
Source: the Open Molecules 2025 dataset
Level of theory: the ωB97M-V functional and the def2-TZVPD basis

The geometry in ORCA input format:
```
! wB97M-V def2-TZVPD RIJCOSX def2/J DEFGRID3
* xyz 0 1
C -2.406 0.689 -0.026
C -1.337 0.513 1.064
C -1.771 0.908 -1.400
C -3.380 -0.492 -0.056
N -0.495 -0.661 0.829
H -2.975 1.588 0.240
H 0.310 -0.648 1.445
H -1.012 -1.512 1.019
H -0.684 1.391 1.059
H -1.837 0.493 2.046
H -2.537 1.028 -2.168
H -1.144 0.056 -1.664
H -1.147 1.803 -1.403
H -2.876 -1.402 -0.386
H -3.813 -0.672 0.930
H -4.199 -0.299 -0.750
C 2.252 0.956 -0.578
C 2.513 -1.439 -0.658
N 2.840 -0.213 0.042
N 2.542 -0.300 2.070
N 3.670 -0.190 2.253
H 3.918 -0.106 0.828
H 1.168 0.838 -0.636
H 2.637 1.108 -1.595
H 1.427 -1.562 -0.696
H 2.892 -1.427 -1.689
H 2.957 -2.289 -0.137
H 2.486 1.841 0.017
*
```

Output
Total energy   -458.32561 hartree
ΔE to the lowest compared entry with this formula, charge and spin   61.9 kcal per mole

---

Formula: C6H18N6P2
Source: the Open Molecules 2025 dataset
Level of theory: the ωB97M-V functional and the def2-TZVPD basis

The geometry in ORCA input format:
```
! wB97M-V def2-TZVPD RIJCOSX def2/J DEFGRID3
* xyz 0 1
N 2.281 0.884 0.272
N 0.051 -0.292 -1.088
N -0.355 2.233 0.516
N 2.002 0.007 1.418
N -0.367 -1.079 0.108
N -0.619 1.358 1.731
P 0.757 1.274 -0.535
P 0.205 -0.211 1.531
C 3.226 2.001 0.538
C 0.841 -1.055 -2.082
C 0.049 3.585 0.794
C 2.857 -1.163 1.608
C -1.761 -1.559 0.145
C -2.004 1.367 2.216
H 3.260 2.706 -0.349
H 2.847 2.592 1.372
H 4.181 1.588 0.750
H 1.773 -1.361 -1.665
H 0.219 -1.883 -2.453
H 1.077 -0.371 -2.946
H 0.354 4.026 -0.172
H 0.933 3.596 1.459
H -0.734 4.198 1.206
H 2.626 -1.589 2.587
H 2.751 -1.929 0.829
H 3.926 -0.864 1.595
H -1.949 -2.331 -0.625
H -2.473 -0.739 0.040
H -1.928 -2.103 1.121
H -2.065 0.736 3.101
H -2.696 0.955 1.444
H -2.331 2.354 2.470
*
```

Output
SMILES   CN1N(C)P23=P1(N(C)N2C)N(C)N3C
Total energy   -1250.47389 hartree

---

Formula: C6H18NO
Source: the Open Molecules 2025 dataset
Level of theory: the ωB97M-V functional and the def2-TZVPD basis

The geometry in ORCA input format:
```
! wB97M-V def2-TZVPD RIJCOSX def2/J DEFGRID3
* xyz 1 1
C 0.395 1.425 -0.307
C 1.075 1.410 -1.672
C 0.872 0.114 -2.437
N 0.422 2.547 -2.495
H 0.555 2.396 0.160
H -0.667 1.215 -0.428
H 0.796 0.633 0.313
H 2.115 1.731 -1.648
H -0.178 -0.171 -2.453
H 1.382 -0.673 -1.881
H 1.301 0.212 -3.434
H 0.487 3.410 -1.952
H 0.923 2.651 -3.374
H -0.586 2.402 -2.607
C -1.088 -1.712 0.663
C -1.088 -1.768 2.186
C -0.007 -0.922 2.840
O -0.934 -3.137 2.562
H -1.631 -2.578 0.288
H -0.084 -1.632 0.252
H -1.682 -0.851 0.342
H -2.063 -1.423 2.545
H 0.031 0.088 2.423
H 0.976 -1.373 2.701
H -0.213 -0.807 3.904
H -1.108 -3.187 3.510
*
```

Output
Total energy   -369.14622 hartree
ΔE to the lowest compared entry with this formula, charge and spin   19.6 kcal per mole

---

Formula: C6H18NO
Source: the Open Molecules 2025 dataset
Level of theory: the ωB97M-V functional and the def2-TZVPD basis

The geometry in ORCA input format:
```
! wB97M-V def2-TZVPD RIJCOSX def2/J DEFGRID3
* xyz 1 1
C 0.114 -2.503 -3.228
C 0.538 -1.989 -1.863
C -0.688 -1.489 -1.096
C -0.436 -0.608 0.137
C 0.018 0.822 -0.247
C -0.834 1.912 0.407
N -0.050 2.622 1.468
H 0.017 -1.719 -3.989
H 0.887 -3.121 -3.708
H -0.733 -3.193 -3.155
H 1.338 -1.240 -1.818
H 1.014 -2.823 -1.329
H -1.327 -0.957 -1.786
H -1.253 -2.335 -0.712
H -1.383 -0.555 0.671
H 0.366 -1.042 0.741
H 1.087 0.933 -0.094
H -0.194 0.845 -1.300
H -1.687 1.465 0.918
H -1.180 2.669 -0.306
H -0.552 3.381 1.930
H 0.133 1.957 2.232
H 0.803 2.993 1.056
H 0.441 0.541 4.170
H 1.566 0.012 3.225
O 0.998 0.774 3.423
*
```

Output
Total energy   -369.15590 hartree
ΔE to the lowest compared entry with this formula, charge and spin   13.5 kcal per mole

---

Formula: C6H18NO2
Source: the Open Molecules 2025 dataset
Level of theory: the ωB97M-V functional and the def2-TZVPD basis

The geometry in ORCA input format:
```
! wB97M-V def2-TZVPD RIJCOSX def2/J DEFGRID3
* xyz 1 1
C 0.271 2.522 -1.009
O 1.338 3.293 -1.478
C 0.506 1.017 -1.259
C 1.447 0.388 -0.210
C 0.806 0.307 1.204
C -0.587 -0.291 1.244
C -0.717 -1.660 0.575
N 0.257 -2.649 1.207
H 0.027 2.735 0.006
H -0.606 2.876 -1.631
H 2.142 3.073 -0.948
H 0.938 0.905 -2.260
H -0.427 0.480 -1.294
H 1.756 -0.659 -0.530
H 2.410 1.006 -0.268
H 1.485 -0.230 1.888
H 0.783 1.341 1.585
H -0.920 -0.301 2.215
H -1.243 0.361 0.715
H -1.771 -2.062 0.652
H -0.550 -1.582 -0.482
H 0.041 -2.782 2.248
H 1.235 -2.313 1.117
H 0.220 -3.570 0.748
H -3.368 -0.384 -0.797
H -2.833 -0.968 -2.099
O -2.639 -0.853 -1.138
*
```

Output
Total energy   -444.37764 hartree
ΔE to the lowest compared entry with this formula, charge and spin   12.4 kcal per mole

---

Formula: C6H18NOSi
Source: the Open Molecules 2025 dataset
Level of theory: the ωB97M-V functional and the def2-TZVPD basis

The geometry in ORCA input format:
```
! wB97M-V def2-TZVPD RIJCOSX def2/J DEFGRID3
* xyz 1 1
C -1.192 -0.758 -1.506
C -2.701 1.033 0.160
C 1.381 1.872 -0.986
C 2.402 -1.053 -0.554
C 1.308 0.567 1.971
C -0.680 -0.113 -0.259
N -0.935 -1.966 1.049
O -1.374 0.655 0.448
Si 1.221 0.316 0.083
H -0.987 0.086 -2.136
H -0.548 -1.690 -1.824
H -2.224 -0.898 -1.577
H -2.870 1.171 -0.838
H -2.730 2.142 0.610
H -3.395 0.305 0.510
H 0.534 2.665 -1.019
H 2.334 2.439 -0.918
H 1.381 1.605 -2.058
H 2.725 -1.859 0.177
H 2.029 -1.506 -1.462
H 3.413 -0.528 -0.918
H 1.295 -0.271 2.706
H 2.142 1.247 2.248
H 0.609 1.276 2.337
H -1.957 -1.975 1.163
H -0.496 -1.880 1.892
H -0.685 -2.880 0.701
*
```

Output
Total energy   -658.59958 hartree
ΔE to the lowest compared entry with this formula, charge and spin   89.2 kcal per mole

---

Formula: C6H18NS
Source: the Open Molecules 2025 dataset
Level of theory: the ωB97M-V functional and the def2-TZVPD basis

The geometry in ORCA input format:
```
! wB97M-V def2-TZVPD RIJCOSX def2/J DEFGRID3
* xyz 0 2
C 1.612 -0.949 0.978
C 3.868 0.316 -1.979
C 3.347 0.224 -0.536
C 2.411 -0.967 -0.363
H 2.216 -1.413 1.755
H 0.630 -1.374 0.788
H 1.475 0.081 1.319
H 4.676 1.038 -2.108
H 3.046 0.503 -2.670
H 4.332 -0.637 -2.260
H 2.814 1.138 -0.270
H 4.214 0.101 0.114
H 1.662 -1.010 -1.159
H 2.946 -1.917 -0.387
C -2.199 0.459 1.484
C -1.883 0.065 0.044
S -3.192 0.567 -1.110
N -1.099 -0.074 2.381
H -3.116 0.009 1.860
H -2.281 1.534 1.641
H -1.773 -1.024 0.029
H -0.902 0.485 -0.195
H -2.743 -0.226 -2.103
H -1.420 -0.153 3.366
H -0.270 0.564 2.376
H -0.766 -0.984 1.994
*
```

Output
Total energy   -692.20107 hartree
ΔE to the lowest compared entry with this formula, charge and spin   0.0 kcal per mole

---

Formula: C6H18O12PV
Source: the Open Molecules 2025 dataset
Level of theory: the ωB97M-V functional and the def2-TZVPD basis

The geometry in ORCA input format:
```
! wB97M-V def2-TZVPD RIJCOSX def2/J DEFGRID3
* xyz -2 1
O -12.605 -4.096 19.772
V -12.805 -3.462 18.331
O -14.255 -3.893 17.761
P -12.907 -0.956 17.431
O -11.897 0.169 17.476
O -12.236 -2.239 16.733
O -14.226 -0.594 16.761
O -13.113 -1.580 18.894
C -10.584 -7.061 18.017
C -11.926 -6.444 17.611
O -11.850 -5.109 17.145
O -9.716 -7.373 16.932
H -10.815 -8.013 18.507
H -10.073 -6.421 18.741
H -12.569 -6.395 18.492
H -12.439 -7.096 16.891
H -11.378 -5.043 16.312
H -9.665 -6.596 16.364
C -8.503 -2.267 19.995
C -9.460 -3.384 19.766
O -10.330 -3.176 18.630
O -7.508 -2.155 18.985
H -7.978 -2.446 20.941
H -9.046 -1.321 20.111
H -10.099 -3.576 20.625
H -8.856 -4.306 19.600
H -9.824 -3.103 17.815
H -7.935 -2.142 18.123
C -17.125 -1.967 17.150
C -16.820 -1.914 15.663
O -15.490 -2.057 15.290
O -16.570 -0.940 17.844
H -16.873 -2.960 17.568
H -18.229 -1.875 17.207
H -17.206 -0.940 15.288
H -17.401 -2.698 15.141
H -14.913 -1.542 15.945
H -15.616 -0.851 17.451
*
```

Output
Total energy   -2427.83044 hartree
ΔE to the lowest compared entry with this formula, charge and spin   0.0 kcal per mole